No. 1
{
  "formula": "C5H10NO2",
  "method": "ωB97M-V/def2-TZVPD",
  "symbols": ["O", "C", "O", "C", "C", "C", "C", "N", "H", "H", "H", "H", "H", "H", "H", "H", "H", "H"],
  "positions_angstrom": [[0.8800, 2.5306, 0.4254], [0.1635, 1.8843, -0.4003], [-1.0528, 1.8465, -0.6463], [1.0106, 0.8409, -1.3105], [1.0493, -0.4504, -0.4836], [-0.3571, -0.8291, 0.1604], [-1.2254, -2.7146, 1.5551], [-0.3277, -2.2623, 0.4764], [2.0997, 1.2125, -1.4246], [0.6216, 0.7487, -2.2080], [1.7673, -0.5204, 0.3699], [1.2470, -1.2564, -1.1888], [-1.1322, -0.4755, -0.5062], [-0.5084, -0.2592, 1.1833], [-0.6336, -2.1613, 2.3864], [-2.2283, -2.2507, 1.3501], [-1.1212, -3.7420, 1.6668], [-0.2804, -2.8635, -0.3236]],
  "forces_ev_per_angstrom": [[-1.42, -0.52, -0.60], [2.33, -0.10, -0.76], [-0.32, 0.57, 0.48], [3.47, 1.95, 5.98], [-1.40, -0.65, 0.51], [1.41, 0.51, 1.50], [1.88, 4.61, -0.45], [0.20, -0.08, 0.03], [-1.61, -0.39, 0.15], [-2.21, -0.78, -4.29], [-0.23, 0.46, -0.98], [0.32, -0.47, 0.11], [-0.52, -0.18, -0.09], [0.35, -0.96, -2.02], [-1.96, -1.13, -0.33], [0.39, -0.97, 0.86], [-0.40, -1.85, 0.30], [-0.28, -0.02, -0.39]],
  "nbo_charge": [-0.80, 0.78, -0.78, -0.52, -0.38, -0.23, -0.42, -0.67, 0.18, 0.18, 0.20, 0.17, 0.20, 0.19, 0.20, 0.17, 0.19, 0.34],
  "smiles": "CNCCCC(=O)[O-]",
  "multiplicity": 1,
  "homo_ev": -3.7,
  "lumo_ev": 3.69,
  "mol_weight_g_mol": 116.14,
  "total_charge": -1,
  "e_tot_ev": -10932.296,
  "de_lowest_kj_mol": 189.95,
  "homo_lumo_gap_ev": 7.4
}

***

No. 2
{
  "formula": "C3H4N2O2",
  "method": "ωB97M-V/def2-TZVPD",
  "symbols": ["C", "C", "C", "H", "H", "H", "H", "N", "N", "O", "O"],
  "positions_angstrom": [[-0.0650, -1.5325, -1.3974], [-0.7413, 0.3892, -0.0780], [0.5054, 1.3881, 1.4988], [-1.0762, -1.2399, -2.0857], [0.8392, -0.5053, 0.5400], [-1.7033, 0.5703, -0.7735], [0.4836, 1.9279, 2.6328], [0.1691, -0.5831, -0.3745], [-0.7149, 1.2178, 0.8940], [0.7696, -2.4011, -1.8086], [1.5339, 0.7687, 0.9521]],
  "forces_ev_per_angstrom": [[1.69, -1.35, -3.41], [-2.84, -0.74, -3.35], [2.32, -2.64, 0.40], [2.43, -0.88, 2.01], [-0.06, -0.63, -2.84], [2.22, -1.10, 1.26], [0.44, -1.14, -3.45], [-1.09, -0.29, 1.46], [1.03, 1.69, 1.53], [-3.81, 3.59, 2.40], [-2.33, 3.49, 3.99]],
  "nbo_charge": [0.54, 0.39, 0.51, 0.13, 0.48, 0.19, 0.18, -0.65, -0.60, -0.53, -0.64],
  "smiles": "O=C/N=C\\NC=O",
  "multiplicity": 1,
  "homo_ev": -10.2,
  "lumo_ev": -0.88,
  "mol_weight_g_mol": 100.08,
  "e_tot_ev": -10248.204,
  "de_lowest_kj_mol": 391.80,
  "homo_lumo_gap_ev": 9.4
}